Record 1
This record from the OMol25 dataset describes a molecular structure, C19H24N6ORhSe. The level of theory is ωB97M-V/def2-TZVPD.

Geometry as XYZ:
```
52
Properties=species:S:1:pos:R:3:mulliken_spin:R:1
Rh 0.115 0.115 -0.094 1.75
N -1.419 -0.245 1.366 -0.02
C -1.539 -1.356 2.374 -0.01
C -0.195 -1.713 3.000 0.01
C 0.448 -2.943 2.357 -0.01
C 0.503 -2.896 0.844 0.00
N 1.208 -1.662 0.349 0.00
H -1.313 0.618 1.900 0.01
H -2.313 -0.162 0.881 0.00
H -1.995 -2.213 1.882 0.00
H -2.244 -1.016 3.130 0.00
H -0.333 -1.911 4.062 0.00
H 0.468 -0.842 2.944 -0.01
H -0.119 -3.833 2.634 0.00
H 1.454 -3.089 2.760 0.00
H -0.488 -2.923 0.392 0.00
H 1.040 -3.768 0.473 0.00
H 1.702 -1.935 -0.493 0.00
H 1.940 -1.420 1.018 0.00
Se 0.165 5.158 -5.791 0.75
N 1.160 3.713 -5.444 -0.09
C 0.713 3.219 -4.332 0.10
C 1.222 2.014 -3.708 0.05
C 2.219 1.258 -4.269 0.13
C 2.631 0.064 -3.630 0.09
C 2.017 -0.309 -2.478 0.05
N 1.025 0.416 -1.875 0.19
C 0.611 1.599 -2.484 0.27
C -0.416 2.322 -1.864 0.17
N -0.870 1.847 -0.659 0.13
C -1.898 2.490 -0.062 0.00
C -2.492 3.614 -0.571 0.11
C -2.020 4.135 -1.784 0.03
C -0.990 3.495 -2.431 0.09
C -0.441 3.968 -3.689 0.10
N -0.859 5.014 -4.324 -0.06
H 2.673 1.576 -5.200 0.00
H 3.396 -0.569 -4.054 0.01
H 2.320 -1.236 -2.017 0.01
H -2.256 2.101 0.880 0.01
H -3.302 4.081 -0.031 0.00
H -2.452 5.030 -2.214 0.00
C 3.136 2.501 -0.007 0.00
C 2.473 2.030 1.247 -0.02
C 2.934 2.507 2.581 0.02
O 1.526 1.231 1.198 0.15
H 3.912 3.233 0.191 0.00
H 2.383 2.936 -0.670 0.00
H 3.580 1.644 -0.522 0.00
H 3.805 3.150 2.517 0.00
H 3.151 1.648 3.221 0.00
H 2.117 3.046 3.069 0.00
```

The energy relative to the best compared isomer or geometry (same formula, charge and spin) comes out at 44.6 kcal/mol. Its spin multiplicity is 5. The value obtained for the HOMO-LUMO gap (alpha / beta) is 5.03 / 5.28 eV. The HOMO energy (alpha / beta) is -15.0 / -18.1 eV. As for the charge: +3.

---

Record 2
This record from the OMol25 dataset describes a molecular structure, C13H37O21P4V in a non-equilibrium geometry. The level of theory is ωB97M-V/def2-TZVPD.

Geometry as XYZ:
```
76
Properties=species:S:1:pos:R:3:mulliken_charge:R:1
O 0.995 -0.386 -1.068 -0.56
V 0.303 -1.404 0.047 0.96
O 0.348 -2.875 -0.565 -0.46
O 3.830 -2.035 1.736 -0.40
C 2.648 -2.183 2.272 0.44
O 1.682 -1.602 1.763 -0.38
O 2.465 -3.061 3.202 -0.75
H 4.364 -2.639 2.256 0.29
C -2.165 3.819 -0.146 -0.67
O -1.973 2.772 0.860 -0.36
P -0.626 2.070 1.332 -0.02
O -0.658 0.546 1.272 0.71
O 0.619 2.899 0.573 -0.35
C 1.952 2.408 0.751 -0.29
O -0.439 2.701 2.780 -0.32
C -0.025 4.082 2.887 -0.82
H -2.978 4.359 0.340 0.31
H -2.491 3.552 -1.151 0.25
H -1.272 4.438 -0.235 0.28
H 2.024 1.337 0.941 -0.03
H 2.534 2.803 1.584 0.28
H 2.513 2.778 -0.108 0.09
H 0.331 4.689 2.055 0.35
H 0.735 4.203 3.659 0.27
H -0.977 4.516 3.193 0.30
C 4.759 0.245 -1.785 -0.66
O 5.078 1.587 -2.210 -0.31
P 4.175 2.549 -3.160 1.02
O 2.764 2.298 -2.855 -0.52
O 4.551 2.104 -4.615 -0.37
C 4.191 0.813 -5.206 -0.64
O 4.775 3.997 -2.831 -0.40
C 5.116 4.315 -1.519 -0.59
H 3.761 -0.164 -1.630 0.22
H 5.182 0.358 -0.787 0.31
H 5.238 -0.505 -2.414 0.31
H 3.665 0.063 -4.615 0.25
H 5.093 0.306 -5.549 0.31
H 3.666 0.884 -6.159 0.30
H 4.332 5.022 -1.245 0.28
H 6.110 4.747 -1.405 0.25
H 4.964 3.512 -0.797 0.29
C -1.327 -5.360 2.690 -0.72
O -2.349 -4.387 2.571 -0.34
P -2.057 -2.813 2.488 -0.07
O -1.089 -2.332 1.523 1.33
O -1.515 -2.388 3.940 -0.32
C -0.659 -1.299 4.253 -0.27
O -3.514 -2.230 2.488 -0.27
C -3.696 -0.803 2.301 -0.41
H -1.805 -6.327 2.840 0.26
H -0.655 -5.096 3.507 0.34
H -1.015 -5.588 1.671 0.27
H -1.258 -0.607 4.844 0.24
H -0.219 -0.861 3.357 -0.07
H 0.118 -1.698 4.905 0.28
H -2.973 -0.090 2.697 0.16
H -4.611 -0.750 2.892 0.32
H -3.699 -0.437 1.275 0.03
C -1.760 -2.718 -3.497 -0.60
O -2.849 -2.730 -2.578 -0.36
P -3.013 -1.617 -1.394 -0.07
O -1.660 -1.211 -0.893 0.58
O -4.021 -0.549 -2.051 -0.31
C -3.759 0.768 -1.717 -0.63
O -3.971 -2.359 -0.293 -0.01
C -5.325 -2.913 -0.643 -0.75
H -1.469 -3.738 -3.746 0.23
H -0.867 -2.226 -3.111 0.15
H -2.073 -2.201 -4.404 0.28
H -3.746 1.267 -2.686 0.38
H -2.862 1.055 -1.166 0.08
H -4.650 1.150 -1.218 0.34
H -5.382 -2.960 -1.730 0.28
H -5.896 -2.012 -0.419 0.30
H -5.533 -3.859 -0.144 0.23
```

The energy relative to the best compared isomer or geometry (same formula, charge and spin) comes out at 90.4 kcal/mol. Its spin multiplicity is 1. The value obtained for the HOMO-LUMO gap is 8.36 eV. The HOMO energy is -8.1 eV.